Here is a structure of composition C30H34F6N8O10PS4SbTeV in a non-equilibrium geometry from OMol25. Energies are from ωB97M-V/def2-TZVPD.

Its spin multiplicity is 4. As for the charge: -2. Its strongest force on any atom is 6.8 eV Å⁻¹. As for the gap between HOMO and LUMO (alpha / beta): 6.131 / 6.255 eV. The value obtained for the total energy is -172513.87415 eV. Its energy relative to the best compared isomer or geometry (same formula, charge and spin) is 0.041 eV.

Element x y z (Å)
V -0.2709 -0.0031 0.6201
C 0.8361 -5.4583 -0.2832
C 1.7270 -4.3597 -0.0459
C 1.2201 -3.0472 0.0062
C -0.0766 -2.7972 -0.4447
C -0.8967 -3.8769 -0.7982
C -0.4548 -5.1905 -0.6977
N -0.6776 -1.5834 -0.6116
N -1.1456 -1.3773 -1.8609
C -1.3936 -0.0617 -2.0795
C -1.4938 0.4289 -3.3793
C -1.8967 1.7728 -3.5094
C -2.2806 2.4892 -2.3732
C -2.1198 1.9261 -1.1263
N -1.5482 0.6910 -0.9422
H 1.1460 -6.5072 -0.2408
H 2.7914 -4.5215 0.0602
H 1.8166 -2.2320 0.3823
H -1.8028 -3.6552 -1.3454
H -1.0645 -6.0504 -1.0531
H -1.2398 -0.3306 -4.1338
H -1.8287 2.2489 -4.4914
H -2.7197 3.5197 -2.3854
H -2.5271 2.3940 -0.2500
C 2.6472 -5.9682 -5.0071
Sb 2.4320 -4.7470 -3.1937
C 4.3579 -3.7671 -3.3458
C 1.1010 -3.3532 -4.0067
H 2.8505 -5.2679 -5.8721
H 1.7082 -6.4591 -5.1927
H 3.5014 -6.6818 -4.8024
H 4.9595 -4.4769 -3.8703
H 4.7228 -3.5944 -2.3196
H 4.1387 -2.7938 -3.7869
H 0.0897 -3.7693 -4.2114
H 1.5729 -2.9974 -4.9023
H 1.0775 -2.5500 -3.2900
C -2.9347 -4.7451 1.7049
C -3.7916 -3.4967 1.7243
O -3.3700 -2.5042 2.7431
P -3.1728 -0.9237 2.4240
O -1.8873 -0.6186 1.7459
Te -5.4178 -0.2482 1.7925
O -2.8854 -0.3852 3.9416
C -3.9897 -0.4684 4.8826
C -3.4706 0.0649 6.2160
H -3.2417 -5.4166 0.8990
H -3.0586 -5.3371 2.6318
H -1.8414 -4.5184 1.6111
H -4.8360 -3.7048 1.9505
H -3.7860 -3.0094 0.7351
H -4.2708 -1.5047 5.0602
H -4.8552 0.1464 4.5542
H -2.5213 -0.4057 6.5663
H -4.1399 -0.1457 7.0406
H -3.3111 1.1550 6.2380
O 3.2484 8.5212 2.5252
S 1.9071 9.1728 2.5992
O 1.5990 9.8679 1.3749
O 1.9229 9.9521 3.8714
C 0.4489 8.0293 2.9504
N -0.6147 8.6364 3.4203
C -1.5952 7.7932 3.7171
C -1.5226 6.3725 3.5561
C -0.3107 5.8812 3.0262
N 0.6970 6.7314 2.7717
C -0.0904 4.4500 2.6341
C -0.7107 3.3826 3.3198
C -0.5191 2.0743 2.8693
N 0.0053 1.8194 1.6498
C 0.7159 2.8070 1.0684
C 0.7894 4.0771 1.6020
H -2.5122 8.2274 4.0542
H -2.3301 5.7433 3.9201
H -1.4023 3.5463 4.1491
H -0.9733 1.2120 3.4017
H 1.2257 2.5509 0.1053
H 1.5553 4.7800 1.1867
S 2.2693 -1.1117 4.3198
C 1.5365 -0.9798 2.9436
N 0.8981 -0.8746 1.8803
F 3.7360 -1.4905 -1.4534
C 3.9493 -0.1542 -1.3028
F 4.0940 0.0795 -0.0080
F 5.0107 0.2857 -1.9301
S 2.3420 0.7453 -1.6651
O 1.3342 0.3163 -0.6710
O 2.5708 2.1427 -1.5884
N 1.9774 0.0932 -3.0686
S 2.9708 0.2375 -4.3555
O 3.3472 -1.0819 -4.7540
O 3.9491 1.2854 -4.3509
C 1.7211 0.6543 -5.6060
F 0.6806 -0.1549 -5.4987
F 2.3582 0.5020 -6.8036
F 1.2442 1.9512 -5.5383

Forces on atoms 1 to 3 (eV/Å):
V -1.850 -0.953 -0.620
C 0.921 0.932 0.195
C -1.694 -0.425 0.425